# 1
C18H39HfNOP2Si | wB97M-V/def2-TZVPD

The value obtained for the electronic energy is -50600.26621 eV. For the HOMO energy, the calculation gives -6.303 eV.

The geometry in XYZ format:
```
63
Properties=species:S:1:pos:R:3:forces:R:3:mulliken_charge:R:1
Hf -0.2219 0.1500 0.1279 -0.34 -3.39 -1.41 0.595
P -0.4531 1.4148 -2.2182 -0.31 0.39 -0.61 0.660
P 0.1398 -1.2913 2.3775 -0.19 -0.24 0.59 0.769
N -0.4072 -1.5362 -0.8640 0.47 2.72 1.58 0.058
H 1.4938 3.0398 0.0603 0.30 0.08 0.16 -0.285
C 1.1460 1.4961 -3.1033 0.17 -0.02 -0.03 -1.077
H 1.0801 2.1302 -4.0013 -0.02 -0.20 0.28 0.431
H 1.4391 0.4796 -3.3970 -0.07 0.23 0.10 0.320
H 1.9179 1.8909 -2.4289 -0.18 -0.07 -0.18 0.139
C -0.9656 3.1704 -2.1772 0.03 0.19 -0.18 -1.272
H -0.9364 3.5928 -3.1927 -0.06 0.01 0.30 0.450
H -0.2763 3.7296 -1.5292 -0.17 -0.10 -0.18 0.294
H -1.9783 3.2665 -1.7651 0.27 -0.03 -0.12 0.277
C -1.5623 0.6642 -3.4625 -0.08 -0.06 -0.05 -1.117
H -1.6461 1.3074 -4.3510 0.04 -0.15 0.24 0.453
H -2.5597 0.4971 -3.0369 0.27 0.07 -0.08 0.215
H -1.1568 -0.3125 -3.7557 -0.07 0.19 0.14 0.314
C 1.8607 -1.8705 2.5896 0.17 -0.03 -0.04 -1.260
H 1.9956 -2.4010 3.5446 -0.08 0.15 -0.27 0.438
H 2.5402 -1.0097 2.5480 -0.16 -0.19 0.01 0.278
H 2.1120 -2.5451 1.7616 -0.05 0.15 0.17 0.326
C -0.1673 -0.4363 3.9681 0.08 -0.05 0.23 -1.191
H 0.0776 -1.1078 4.8038 -0.10 0.22 -0.12 0.449
H -1.2157 -0.1219 4.0457 0.27 -0.10 -0.04 0.250
H 0.4646 0.4604 4.0315 -0.14 -0.22 -0.04 0.228
C -0.8210 -2.8378 2.5231 -0.04 -0.11 0.03 -1.161
H -0.6240 -3.3270 3.4881 -0.05 0.11 -0.23 0.451
H -0.5284 -3.5107 1.7072 -0.07 0.18 0.13 0.290
H -1.8950 -2.6369 2.4258 0.30 -0.01 0.03 0.209
C -0.9306 -2.6001 -1.4669 -0.45 -1.47 -0.86 -0.087
C -0.6704 -4.5572 -2.9126 -0.56 -0.16 0.04 -0.503
C -0.1143 -3.4788 -2.2505 -0.60 0.44 0.37 -0.446
C -2.3346 -2.8984 -1.3684 0.78 0.11 -0.15 0.436
C -2.8776 -3.9801 -2.0430 0.42 -0.22 -0.17 -0.649
C -2.0499 -4.8137 -2.8130 -0.06 -0.11 -0.10 -0.358
H -0.0369 -5.2134 -3.5135 -0.20 0.15 0.15 0.339
H 0.9469 -3.2441 -2.3055 -0.16 -0.10 -0.03 0.401
H -2.9516 -2.2339 -0.7578 0.18 -0.17 -0.18 0.092
H -3.9490 -4.1809 -1.9697 0.31 0.00 -0.05 0.361
H -2.4857 -5.6681 -3.3382 0.17 0.29 0.16 0.338
C 1.9793 2.3786 0.8042 -0.55 -0.54 -0.66 1.243
O 1.4261 1.0815 0.5694 1.18 1.41 0.48 -0.646
C 3.4699 2.3165 0.5354 0.48 0.23 -0.12 -1.360
H 4.0102 3.1359 1.0264 -0.11 -0.08 -0.14 0.397
H 3.6772 2.3746 -0.5441 -0.05 -0.09 0.33 0.265
H 3.8829 1.3703 0.9024 -0.15 0.15 0.02 0.263
C 1.6088 2.9129 2.1722 0.04 0.06 0.45 -1.302
H 2.0420 2.3018 2.9739 -0.02 0.01 -0.14 0.245
H 0.5219 2.9481 2.3204 0.17 -0.10 -0.13 0.183
H 1.9845 3.9358 2.2967 -0.02 -0.16 -0.04 0.451
C -3.6043 -0.4560 2.0798 -0.30 0.14 0.02 -1.231
Si -2.7036 0.7572 0.9246 0.19 0.06 0.05 0.458
C -3.8796 1.0317 -0.5380 -0.41 0.11 0.17 -1.133
C -2.4876 2.4054 1.8591 -0.62 0.08 0.10 -1.254
H -3.0550 -0.6362 3.0147 -0.20 0.03 -0.23 0.309
H -4.5920 -0.0355 2.3347 0.23 -0.19 0.04 0.431
H -3.7718 -1.4236 1.5821 0.06 0.25 0.13 0.295
H -4.8631 1.3204 -0.1348 0.10 0.01 -0.26 0.426
H -3.5397 1.8227 -1.2203 -0.12 -0.17 0.16 0.287
H -4.0145 0.1073 -1.1185 0.07 0.21 0.15 0.243
H -3.4779 2.7658 2.1684 0.17 0.19 0.10 0.410
H -1.8714 2.2891 2.7605 -0.10 -0.01 -0.15 0.262
H -2.0283 3.1793 1.2300 -0.06 -0.12 0.07 0.307
```
Forces are in eV/Å.

=====

# 2
C26H47Br2Cl16O8PS2 | wB97M-V/def2-TZVPD

The value obtained for the electronic energy is -415509.74061 eV. For the HOMO energy, the calculation gives -9.136 eV. The energy above the lowest of the compared OMol25 structures with the same formula, charge and spin comes out at 1.080 eV.

The geometry in XYZ format:
```
102
Properties=species:S:1:pos:R:3:forces:R:3:mulliken_charge:R:1
C 6.3639 -3.0103 -2.1576 0.44 0.51 -0.42 -1.256
C 6.1962 -2.0645 -0.9785 0.37 -1.06 -0.47 0.709
Br 7.7792 -1.2486 -0.2260 -0.81 -0.42 -0.56 -0.137
C 5.0221 -1.7649 -0.4596 0.01 0.15 0.87 -0.183
Br 3.3664 -2.5531 -1.1215 0.76 0.42 0.55 -0.116
O 4.9282 -0.8553 0.6000 -1.49 1.20 -0.83 -0.295
P 4.2191 0.5238 -0.0581 0.50 -0.22 -0.67 0.459
O 4.5330 0.5256 -1.4910 -0.39 0.26 0.13 -0.659
O 2.6423 0.4140 0.2515 0.93 0.42 0.31 0.373
O 4.7261 1.8717 0.7107 -1.28 -1.88 -0.47 -0.286
S 4.7488 3.2241 -0.3180 0.21 0.87 -0.29 0.016
C 3.1737 3.3401 -1.1964 -1.30 -0.02 -0.25 -0.690
C 1.9231 3.4332 -0.2546 1.30 0.09 -1.25 0.605
O 2.0992 3.6464 0.8975 -0.56 -0.06 1.22 -0.487
O 0.7216 3.3142 -0.8705 0.85 -0.79 0.33 -0.308
C -0.2413 2.5564 -0.1209 -1.85 -0.23 0.02 -0.608
C -0.3869 1.0695 -0.5623 -0.58 -0.13 0.92 0.612
C -0.4903 0.1051 0.6777 1.01 0.40 -0.80 -0.973
O -1.6483 0.8757 -1.2967 0.95 -0.95 -0.67 -0.488
C -1.3426 0.6746 -2.6297 -0.60 -0.02 0.27 0.772
O -1.0221 1.6156 -3.2764 0.46 0.70 -1.16 -0.553
C -1.4215 -0.7363 -3.2786 0.00 0.17 1.31 -0.502
S -2.1723 -1.9567 -2.1428 -0.06 -0.65 -0.08 -0.113
H 7.2660 -3.6415 -2.0911 -0.35 0.41 0.15 0.340
H 6.4597 -2.3702 -3.0632 0.08 -0.43 0.44 0.284
H 5.4977 -3.6659 -2.3355 0.30 0.36 0.38 0.381
H 2.1834 -0.0409 -0.4745 0.31 -0.07 0.15 0.120
H 3.2034 4.3197 -1.7292 0.40 -0.47 0.38 0.428
H 3.0437 2.5842 -1.9962 0.12 0.23 0.59 0.390
H -0.1045 2.5862 0.9725 0.51 0.33 -0.58 0.509
H -1.2245 3.0284 -0.3182 0.67 -0.27 0.10 -0.281
H 0.4199 0.7835 -1.2649 -0.11 0.27 0.51 0.574
H 0.1310 -0.7861 0.4519 -0.61 0.23 0.35 0.056
H -0.0419 0.5919 1.5626 -0.31 -0.36 -0.30 0.351
H -1.5309 -0.1969 0.8615 0.51 0.25 -0.17 0.427
H -2.0976 -0.6780 -4.1490 0.39 -0.06 0.46 0.000
H -0.4128 -1.0267 -3.6283 -0.55 0.21 0.18 0.364
H -1.1658 -2.4101 -1.3324 -0.12 0.65 -0.68 -0.043
Cl 2.3720 7.1835 3.8161 0.08 0.09 0.08 -0.239
C 3.0909 5.7056 4.5119 0.13 -0.20 0.07 -0.509
C 2.3008 4.4750 4.1453 0.17 -0.01 -0.06 0.928
Cl 0.7050 4.4411 4.9419 -0.06 0.01 0.00 -0.215
H 3.1573 5.8357 5.5906 -0.12 0.07 -0.05 0.395
H 4.1027 5.6271 4.1154 -0.07 -0.03 -0.08 0.335
H 2.8333 3.5816 4.4687 0.01 0.20 0.03 -0.469
H 2.1431 4.4059 3.0706 -0.03 0.03 0.09 -0.197
Cl -4.4293 -1.9724 -7.2102 -0.01 -0.03 0.02 -0.187
C -5.1654 -0.4162 -6.7497 -0.04 0.13 -0.07 -0.419
C -4.5776 0.1346 -5.4733 -0.08 0.14 -0.01 -0.393
Cl -5.0289 -0.8406 -4.0495 0.08 0.01 -0.03 -0.171
H -6.2402 -0.5634 -6.6632 0.06 -0.07 0.06 0.329
H -4.9798 0.2770 -7.5698 0.06 0.00 0.06 0.305
H -4.9535 1.1423 -5.2979 -0.03 -0.04 -0.03 0.328
H -3.4912 0.1807 -5.5228 -0.05 -0.05 -0.04 0.284
Cl 2.9065 1.2084 3.5400 0.03 -0.18 -0.12 -0.012
C 3.7136 0.1153 4.6914 -0.02 -0.17 0.06 -0.561
C 4.3101 0.8638 5.8589 -0.07 -0.10 0.11 -0.563
Cl 5.6993 1.8695 5.3731 -0.03 0.07 -0.02 -0.192
H 4.4690 -0.4491 4.1472 0.02 0.11 -0.01 0.309
H 2.9577 -0.5841 5.0483 0.00 0.07 0.05 0.322
H 4.6754 0.1561 6.6026 0.01 -0.01 -0.07 0.394
H 3.5755 1.5111 6.3353 0.03 0.02 -0.09 0.321
Cl -2.1613 -1.8992 2.8094 -0.07 -0.06 0.09 -0.193
C -2.4992 -3.5684 2.2802 0.01 -0.09 -0.02 -0.476
C -1.2318 -4.3784 2.1496 0.00 -0.31 -0.03 -0.064
Cl -0.2206 -3.8302 0.7842 0.14 0.07 -0.02 -0.151
H -3.0503 -3.5253 1.3420 0.09 0.06 0.00 0.362
H -3.1464 -4.0125 3.0341 0.06 0.04 0.02 0.358
H -1.4701 -5.4307 1.9588 0.22 0.59 -0.11 -0.133
H -0.6325 -4.3245 3.0574 0.03 0.12 -0.08 0.376
Cl -3.1395 -6.6589 2.9114 -0.43 -0.47 0.20 -0.213
C -3.3981 -8.3304 2.3430 -0.18 -0.22 -0.01 -0.167
C -2.1003 -9.0866 2.2075 -0.07 -0.14 0.12 -0.547
Cl -1.0973 -8.4608 0.8722 0.05 0.10 0.03 -0.186
H -3.9377 -8.2853 1.3990 0.12 0.07 0.05 -0.001
H -4.0370 -8.8208 3.0770 0.09 0.01 0.03 0.352
H -2.3061 -10.1339 1.9879 -0.06 0.06 -0.05 0.343
H -1.5113 -9.0385 3.1217 0.01 0.08 -0.07 0.382
Cl -1.8152 8.5387 2.6086 -0.02 -0.01 -0.04 -0.192
C -0.2557 8.5563 1.7480 0.12 -0.03 0.04 0.327
C 0.0492 9.9077 1.1496 0.16 -0.03 0.08 -0.433
Cl -1.0414 10.3072 -0.2044 -0.04 0.02 -0.02 -0.201
H -0.2825 7.7788 0.9863 -0.07 0.05 0.01 0.197
H 0.5109 8.2931 2.4762 -0.11 0.08 -0.07 -0.309
H 1.0634 9.9130 0.7507 -0.04 -0.06 -0.01 0.308
H -0.0303 10.7002 1.8914 -0.11 -0.05 -0.04 0.336
Cl -3.0117 4.8231 -0.2197 -0.14 0.09 0.02 -0.221
C -2.4518 5.4572 -1.7888 0.14 0.00 -0.13 -0.242
C -3.3971 6.4880 -2.3566 0.12 0.12 0.00 -0.526
Cl -4.9483 5.7712 -2.8635 -0.03 -0.01 0.02 -0.201
H -2.3234 4.6140 -2.4664 -0.07 -0.01 0.06 0.269
H -1.4745 5.9082 -1.6167 -0.06 0.05 0.01 0.265
H -2.9547 6.9441 -3.2418 0.02 -0.08 0.01 0.353
H -3.6089 7.2759 -1.6359 -0.04 -0.10 0.02 0.321
Cl -3.6281 -11.6836 -3.1839 -0.03 -0.01 0.01 -0.186
C -3.4641 -9.9122 -3.2846 0.00 0.10 -0.07 -0.483
C -3.2792 -9.2799 -1.9265 0.19 0.08 -0.13 -0.328
Cl -4.7557 -9.3866 -0.9299 -0.03 -0.06 0.01 -0.215
H -4.3438 -9.5203 -3.7918 -0.01 -0.06 0.08 0.322
H -2.5923 -9.7095 -3.9058 0.02 0.00 0.09 0.331
H -3.0503 -8.2206 -2.0402 -0.05 -0.03 -0.03 0.299
H -2.4659 -9.7461 -1.3750 -0.09 -0.04 -0.01 0.258
```
Forces are in eV/Å.

=====

- Among the records above, which one has the highest electronic energy?
  C18H39HfNOP2Si